{"formula": "C3H5N3S2", "method": "ωB97M-V/def2-TZVPD", "species": ["C", "C", "C", "H", "H", "H", "H", "H", "N", "N", "N", "S", "S"], "coordinates": [[-0.395, 0.139, -0.018], [2.575, -1.198, 0.707], [-1.461, 0.092, -1.082], [-1.473, 1.357, 1.238], [0.158, 0.972, 1.712], [2.722, -1.762, -0.212], [3.344, -1.150, 1.476], [-2.991, 1.263, -2.333], [-0.532, 1.082, 0.955], [0.596, -0.670, -0.147], [1.505, -0.542, 0.916], [-2.090, 1.692, -1.434], [-1.959, -1.277, -1.779]], "forces_ev_per_a": [[-0.1, -0.3, -0.2], [-0.2, 0.4, 0.3], [0.0, 0.0, 0.1], [0.5, -0.2, -0.2], [-0.6, 0.1, -0.6], [0.0, 0.0, 0.0], [-0.1, -0.1, -0.2], [0.1, 0.0, 0.1], [0.1, 0.2, 0.9], [0.0, 0.1, 0.0], [0.2, -0.2, -0.2], [0.0, -0.1, -0.1], [0.1, 0.1, 0.1]], "lowdin_charge": [-0.56, -0.03, -1.14, 0.09, 0.10, 0.07, 0.06, -0.11, 0.10, 0.03, -0.07, 0.77, 0.69], "relative_energy_kcal_mol": 36.3, "e_lumo_ev": -0.777, "gap_ev": 8.041, "homo_energy_ev": -8.8}